[1]
C4H10N3 | ωB97M-V with the def2-TZVPD basis set

Geometry as XYZ:
```
17
Properties=species:S:1:pos:R:3
C -1.11 1.45 -0.61
C -1.43 0.06 -0.86
C -0.40 1.49 0.56
C 0.17 -1.81 -0.07
N -0.30 0.27 1.10
N 2.08 0.48 -0.15
N -0.84 -0.77 0.30
H -1.44 2.37 -1.08
H -1.88 -0.43 -1.73
H 0.00 2.40 0.95
H 1.06 -1.18 -0.40
H 0.30 -2.40 0.75
H -0.34 -2.40 -0.89
H 0.54 0.06 1.63
H 2.40 1.04 0.55
H 2.82 0.53 -0.95
H -1.61 -1.17 0.91
```

Properties
- Total charge: +1
- HOMO-LUMO gap (spin up / spin down): 9.936 / 6.517 eV
- Spin multiplicity: 1
- Max |F|: 0.0905 hartree/bohr
- ΔE to the lowest compared entry with this formula, charge and spin: 6.3828 eV
- LUMO (spin up / spin down): -4.36 / -5.06 eV
- HOMO energy (spin up / spin down): -14.3 / -11.6 eV

***

[2]
C6H12 | ωB97M-V with the def2-TZVPD basis set

Geometry as XYZ:
```
18
Properties=species:S:1:pos:R:3
C -2.18 -0.30 -1.47
C -1.98 -0.79 -0.25
C -0.05 0.88 0.69
C 0.69 -0.04 1.61
C 1.41 0.66 0.50
C 1.87 -0.18 -0.68
H -2.86 0.53 -1.64
H -0.65 0.53 -0.14
H -1.59 -0.65 -2.32
H -1.21 -1.52 -0.04
H -2.46 -0.36 0.63
H -0.44 1.79 1.12
H 0.59 -1.13 1.55
H 0.84 0.32 2.63
H 2.05 1.50 0.75
H 2.88 -0.56 -0.49
H 1.88 0.37 -1.62
H 1.23 -1.06 -0.83
```

Properties
- Total charge: 0
- HOMO-LUMO gap: 10.545 eV
- Spin multiplicity: 1
- Max |F|: 0.0170 hartree/bohr
- ΔE to the lowest compared entry with this formula, charge and spin: 2.7573 eV
- LUMO: 1.21 eV
- SMILES string: CC1CC1.C=C
- HOMO energy: -9.3 eV

***

[3]
C23H34N4O3S | ωB97M-V with the def2-TZVPD basis set

Geometry as XYZ:
```
65
Properties=species:S:1:pos:R:3
C 2.58 -2.01 -0.86
H 3.21 -1.68 -0.04
H 2.64 -3.09 -0.93
H 2.96 -1.58 -1.78
C 1.13 -1.55 -0.63
N 0.51 -1.98 0.61
C 1.11 -1.38 1.79
H 1.62 -0.45 1.51
C 0.05 -1.03 2.85
N -0.30 0.38 2.84
C 0.60 1.27 3.35
N 0.37 2.58 3.13
C 1.29 3.62 3.55
C 2.06 4.22 2.37
C 2.88 3.15 1.66
H 3.48 3.60 0.87
H 2.23 2.41 1.21
H 3.55 2.66 2.36
C 2.96 5.35 2.88
H 2.37 6.11 3.39
H 3.49 5.82 2.05
H 3.69 4.95 3.58
H 1.33 4.64 1.66
H 0.71 4.40 4.05
H 1.98 3.18 4.27
H -0.16 2.83 2.30
S 1.89 0.73 4.25
C -1.58 0.75 2.28
C -1.60 0.65 0.78
C -2.10 -0.43 0.13
C -2.08 -0.52 -1.29
C -2.63 -1.60 -2.00
C -2.55 -1.66 -3.37
C -1.89 -0.64 -4.08
C -1.39 0.45 -3.41
C -1.48 0.52 -2.02
N -1.01 1.61 -1.33
C -1.05 1.77 0.03
O -0.66 2.82 0.52
H -0.61 2.38 -1.85
H -0.91 1.24 -3.97
O -1.74 -0.69 -5.44
C -2.02 -1.95 -6.00
C -3.30 -2.53 -5.40
H -3.54 -3.50 -5.83
O -3.13 -2.73 -4.01
H -4.13 -1.83 -5.58
H -2.12 -1.79 -7.08
H -1.19 -2.64 -5.81
H -3.14 -2.39 -1.47
H -2.53 -1.25 0.69
H -1.83 1.76 2.60
H -2.33 0.06 2.70
H -0.86 -1.60 2.67
H 0.43 -1.27 3.85
H 1.86 -2.04 2.24
C 0.38 -3.42 0.77
C -0.43 -4.09 -0.33
H -1.36 -3.55 -0.48
H -0.65 -5.11 -0.04
H 0.12 -4.11 -1.27
H -0.13 -3.58 1.73
H 1.37 -3.90 0.85
H 1.09 -0.46 -0.65
H 0.51 -1.91 -1.46
```

Properties
- Total charge: 0
- HOMO-LUMO gap: 7.533 eV
- Spin multiplicity: 1
- Max |F|: 0.0173 hartree/bohr
- ΔE to the lowest compared entry with this formula, charge and spin: 0.7798 eV
- LUMO: 0.08 eV
- SMILES string: CCN(CC)CCN(Cc1cc2cc3c(cc2[nH]c1=O)OCCO3)C(=S)NCC(C)C
- HOMO energy: -7.5 eV

***

[4]
C17H32N2PSTm | ωB97M-V with the def2-TZVPD basis set

Geometry as XYZ:
```
54
Properties=species:S:1:pos:R:3
N -4.01 -1.24 -0.63
C -5.09 -1.83 0.24
C -4.93 -3.42 0.05
C -3.77 -4.12 0.91
C -2.26 -3.65 0.52
C -1.57 -2.70 1.61
C 0.03 -2.58 1.51
C 0.53 -1.10 1.14
C 1.62 -0.54 2.21
C 2.42 0.66 1.44
C 1.54 2.01 1.52
C 1.77 3.04 0.28
C 3.28 3.14 -0.27
C 3.56 2.26 -1.59
N 3.06 2.88 -2.86
C 3.93 3.14 -4.02
C 3.04 3.74 -5.17
C 1.56 3.88 -4.67
C 1.71 3.29 -3.22
P -4.78 -1.24 2.01
S -4.10 0.58 2.16
H -3.20 -0.94 -0.07
H -3.73 -1.92 -1.35
H -5.93 -3.89 0.41
H -4.85 -3.73 -1.06
H -3.95 -4.11 2.05
H -3.80 -5.24 0.63
H -2.20 -3.23 -0.56
H -1.61 -4.61 0.48
H -1.94 -3.09 2.64
H -1.98 -1.61 1.56
H 0.40 -3.38 0.76
H 0.45 -2.84 2.55
H -0.33 -0.33 1.15
H 0.93 -1.12 0.07
H 1.06 -0.12 3.12
H 2.38 -1.35 2.48
H 2.49 0.33 0.35
H 3.47 0.82 1.93
H 0.44 1.67 1.50
H 1.66 2.60 2.49
H 0.99 2.80 -0.51
H 1.50 4.10 0.68
H 4.04 2.90 0.57
H 3.46 4.24 -0.58
H 3.15 1.19 -1.55
H 4.71 2.18 -1.71
H 5.06 2.92 -4.04
H 3.36 4.04 -6.23
H 0.64 4.27 -5.22
H 0.77 3.23 -2.58
H -3.94 -2.09 2.79
H -6.07 -1.25 2.66
Tm 5.07 1.37 1.41
```

Properties
- Total charge: +2
- HOMO-LUMO gap (spin up / spin down): 2.095 / 2.520 eV
- Spin multiplicity: 3
- Max |F|: 0.1719 hartree/bohr
- <S²>: 2.002
- LUMO (spin up / spin down): -9.24 / -9.24 eV
- HOMO energy (spin up / spin down): -11.3 / -11.8 eV